Entry 1:
This record from OMol25 describes an isolated ion of composition C2H2NO2S2 and charge -1. The level of theory is the ωB97M-V functional and the def2-TZVPD basis.

```
9
Properties=species:S:1:pos:R:3:forces:R:3:lowdin_charge:R:1
C -0.9166 0.9324 0.9211 -3.27 -0.98 -1.41 -0.748
C -0.4190 -0.2308 0.1229 1.09 -1.09 -0.87 -0.706
N -0.0937 1.4992 1.7826 2.30 0.03 2.90 -0.194
O -2.0651 1.3188 0.6701 1.21 0.32 0.71 -0.013
O 1.9801 1.8597 2.9735 -0.33 -1.00 0.78 -0.557
S -0.8529 -1.8361 0.8960 0.09 0.68 0.30 0.185
S 0.8144 0.9578 2.9219 -0.45 1.90 -2.24 0.910
H -1.0496 -0.0145 -0.7848 1.24 -0.76 0.27 0.068
H 0.7289 -0.3331 0.0304 -1.88 0.90 -0.43 0.055
```
Positions in Å, forces in eV/Å.

Values from the calculation:
Highest occupied orbital energy (spin up / spin down): -3.36 / -3.36 eV
Orbital gap (spin up / spin down): 5.48 / 5.49 eV
Charge: -1
LUMO level (spin up / spin down): 0.078 / 0.078 Ha

Entry 2:
This record from OMol25 describes an isolated ion of composition C2H2NO3 and charge -1. The level of theory is the ωB97M-V functional and the def2-TZVPD basis.

```
8
Properties=species:S:1:pos:R:3:forces:R:3:lowdin_charge:R:1
O -1.6791 -1.4979 0.0109 0.14 -3.19 0.16 -0.048
C -1.2707 -0.3651 0.0975 0.84 1.82 0.01 -0.776
O -1.9039 0.6720 -0.0527 -0.38 1.49 0.09 -0.041
C 0.2870 -0.1047 0.3333 1.77 -2.01 -0.08 -0.278
N 0.9233 0.5607 -0.7729 -1.40 0.85 -1.45 0.012
O 0.6836 1.2344 0.4761 0.20 -0.26 1.04 -0.088
H 1.0457 -0.9622 0.7444 -2.10 2.01 -0.21 0.159
H 1.9142 0.4629 -0.8366 0.94 -0.72 0.44 0.060
```
Positions in Å, forces in eV/Å.

Values from the calculation:
SMILES: O=C([O-])[C@H]1NO1
Highest occupied orbital energy: -4.09 eV
Orbital gap: 8.31 eV
Charge: -1
LUMO level: 0.155 Ha

Entry 3:
This record from OMol25 describes an isolated ion of composition C2H2NO3 and charge -1. The level of theory is the ωB97M-V functional and the def2-TZVPD basis.

```
8
Properties=species:S:1:pos:R:3:forces:R:3:lowdin_charge:R:1
C -0.2330 0.9952 -0.1872 1.52 0.67 1.05 -0.030
N 0.0802 0.4432 -1.3327 -1.19 -0.69 -0.77 -0.288
O 1.2152 0.3779 -1.8874 -0.25 0.48 0.97 -0.133
C -1.1615 -0.2426 -2.2222 1.23 -1.86 -3.48 -0.630
O -2.2394 0.0134 -1.7511 -0.88 0.35 0.88 -0.016
O -0.7967 -0.8798 -3.2703 -0.34 2.00 3.42 -0.069
H 0.7118 1.4595 0.3085 -1.95 -0.75 -0.60 0.084
H -1.2656 0.9971 0.3143 1.85 -0.20 -1.48 0.083
```
Positions in Å, forces in eV/Å.

Values from the calculation:
SMILES: C=[N+]([O-])C(=O)[O-]
Highest occupied orbital energy (spin up / spin down): -4.37 / -4.37 eV
Orbital gap (spin up / spin down): 8.69 / 8.69 eV
Charge: -1
LUMO level (spin up / spin down): 0.159 / 0.159 Ha

Entry 4:
This record from OMol25 describes a 2-piece molecular cluster, C2H2NO3 overall. The level of theory is the ωB97M-V functional and the def2-TZVPD basis.

```
8
Properties=species:S:1:pos:R:3:forces:R:3:lowdin_charge:R:1
C -1.2391 0.4723 -0.0348 0.26 -3.00 -0.48 -0.756
C 0.2333 -0.1530 -0.1571 -0.53 1.97 -1.09 -0.334
N 0.7429 -0.9466 0.8363 0.11 0.10 3.25 0.049
O -2.0688 -0.4645 -0.0534 0.28 0.97 -0.04 -0.039
O -1.2260 1.6541 0.1163 -0.80 2.55 0.42 -0.037
O 0.5647 -1.3828 -0.5285 1.11 -1.18 -1.35 -0.017
H 1.3147 1.5216 -1.3920 -0.42 -1.05 0.82 0.030
H 1.6782 -0.7011 1.2131 -0.01 -0.36 -1.54 0.104
```
Positions in Å, forces in eV/Å.

Values from the calculation:
Highest occupied orbital energy (spin up / spin down): -3.38 / -4.55 eV
Orbital gap (spin up / spin down): 7.06 / 8.84 eV
Charge: -1
LUMO level (spin up / spin down): 0.135 / 0.158 Ha

Entry 5:
This record from OMol25 describes an isolated ion of composition C2H2NO3 and charge +1. The level of theory is the ωB97M-V functional and the def2-TZVPD basis.

```
8
Properties=species:S:1:pos:R:3:forces:R:3:lowdin_charge:R:1
C 1.1142 1.0956 0.0507 0.53 -2.49 0.21 0.325
C 0.2185 -1.1466 -0.1211 0.38 1.65 0.51 -0.099
N 1.0080 -0.1083 0.0912 -0.73 3.99 -0.66 0.158
O -1.3783 0.9072 0.4052 -1.12 0.21 -0.46 0.084
O -0.9509 -1.0497 -0.6393 0.24 -2.56 -1.16 0.110
O -1.7960 0.2328 -0.5264 0.93 1.32 1.49 0.121
H 1.0903 2.0738 0.5092 0.07 0.09 -0.03 0.143
H 0.6943 -2.0048 0.2306 -0.31 -2.22 0.10 0.157
```
Positions in Å, forces in eV/Å.

Values from the calculation:
Highest occupied orbital energy (spin up / spin down): -17.09 / -14.77 eV
Orbital gap (spin up / spin down): 9.72 / 7.58 eV
Charge: +1
LUMO level (spin up / spin down): -0.271 / -0.264 Ha

Entry 6:
This record from OMol25 describes an isolated ion of composition C2H2NO3S and charge -1. The level of theory is the ωB97M-V functional and the def2-TZVPD basis.

```
9
Properties=species:S:1:pos:R:3:forces:R:3:lowdin_charge:R:1
C -0.0493 0.0460 -0.1473 2.57 -1.39 -0.43 -0.422
C -0.6001 1.4813 0.0070 3.29 1.40 0.08 -0.847
N 1.3930 -0.5999 -0.4052 -5.69 -1.06 1.68 0.014
O 0.2067 2.4165 0.2250 -0.11 -0.78 -0.15 -0.067
O -1.8100 1.4905 -0.0661 -2.38 0.44 -0.14 -0.108
O -1.0037 -2.3515 0.1039 0.55 -0.64 0.10 -0.651
S -1.3446 -0.9010 0.1386 0.26 -0.30 -0.29 0.965
H 2.1013 -0.0217 0.0316 -0.25 -0.13 0.48 0.033
H 1.1067 -1.5603 0.1126 1.78 2.45 -1.33 0.082
```
Positions in Å, forces in eV/Å.

Values from the calculation:
Highest occupied orbital energy: -4.65 eV
Orbital gap: 8.46 eV
Charge: -1
LUMO level: 0.140 Ha

Entry 7:
This record from OMol25 describes a 2-piece molecular cluster, C2H2NO3S overall. The level of theory is the ωB97M-V functional and the def2-TZVPD basis.

```
9
Properties=species:S:1:pos:R:3:forces:R:3:lowdin_charge:R:1
C -1.5100 -0.7237 0.2074 -0.22 0.22 0.65 -0.554
C -0.8078 0.4839 -0.0141 1.32 0.58 0.29 -0.042
N 1.4755 -0.6102 -0.7705 2.16 -0.90 -0.40 -0.499
O -1.7860 -1.7147 0.8058 -0.28 -0.37 -0.12 0.101
O 2.6539 1.1269 0.6554 0.62 -0.78 -0.30 -0.697
O -1.9160 -0.0577 -0.8624 -1.01 -0.57 -0.87 0.058
S 2.7167 -0.1834 -0.0886 -1.34 1.05 0.24 0.544
H -1.0613 1.3871 0.5208 -0.16 0.13 0.15 0.102
H 0.2350 0.2918 -0.4538 -1.08 0.64 0.35 -0.012
```
Positions in Å, forces in eV/Å.

Values from the calculation:
Highest occupied orbital energy: -4.00 eV
Orbital gap: 7.96 eV
Charge: -1
LUMO level: 0.146 Ha

Entry 8:
This record from OMol25 describes a 2-piece molecular cluster, C2H2NO4 overall. The level of theory is the ωB97M-V functional and the def2-TZVPD basis.

```
9
Properties=species:S:1:pos:R:3:forces:R:3:lowdin_charge:R:1
C -1.6828 -0.2576 0.0629 -1.22 -0.46 2.00 -0.508
C 1.6235 -0.0739 0.0112 -0.66 2.10 -0.18 -0.764
N -0.8145 0.1156 -0.8136 2.23 0.24 -1.66 0.141
O 1.1749 1.2119 0.1682 0.68 -0.77 0.51 0.037
O -2.7903 0.3299 0.3166 2.14 -1.44 -0.72 -0.122
O 2.7294 -0.4485 0.2718 1.23 -0.03 0.51 0.064
O 0.7413 -0.8552 -0.5095 -3.69 -0.31 -0.84 -0.009
H -1.1902 -1.1322 0.5707 -1.26 0.09 0.56 0.124
H 0.2086 1.1100 -0.0782 0.56 0.58 -0.16 0.038
```
Positions in Å, forces in eV/Å.

Values from the calculation:
Highest occupied orbital energy: -5.64 eV
Orbital gap: 9.41 eV
Charge: -1
LUMO level: 0.139 Ha

Entry 9:
This record from OMol25 describes an isolated ion of composition C2H2NO5P and charge -2. The level of theory is the ωB97M-V functional and the def2-TZVPD basis.

```
11
Properties=species:S:1:pos:R:3:forces:R:3:lowdin_charge:R:1
O 0.3668 2.8461 -1.5073 0.72 0.65 -1.49 -0.443
P -0.3174 1.7184 -0.8476 -0.30 0.55 4.10 0.455
O -1.7730 1.9147 -0.4157 1.25 -0.93 -1.08 -0.450
O 0.6155 1.4412 0.7475 -0.56 0.94 -1.11 -0.297
C 0.6570 0.2894 -0.0933 -1.40 1.91 -0.63 -0.425
C -0.2132 -0.6874 0.4102 0.73 -3.19 0.16 -0.152
N -0.0238 -2.0094 0.3930 -0.44 1.22 -0.30 -0.467
O 0.8655 -2.5294 -0.3977 -0.48 -0.17 0.85 -0.187
O -0.8000 -2.7207 1.1478 0.65 -0.53 -0.62 -0.203
H 1.6309 0.0585 -0.4013 1.17 -0.71 -0.91 0.085
H -1.0082 -0.3215 0.9644 -1.35 0.26 1.01 0.086
```
Positions in Å, forces in eV/Å.

Values from the calculation:
SMILES: O=[P@]1([O-])O[C@H]1C=[N+]([O-])[O-]
Highest occupied orbital energy: 0.58 eV
Orbital gap: 6.36 eV
Charge: -2
LUMO level: 0.255 Ha

Entry 10:
This record from OMol25 describes an isolated ion of composition C2H2NOS and charge +1. The level of theory is the ωB97M-V functional and the def2-TZVPD basis.

```
7
Properties=species:S:1:pos:R:3:forces:R:3:lowdin_charge:R:1
C -0.6083 -0.7048 0.5871 -0.68 -0.57 1.32 0.336
C 0.1009 0.8633 -1.1559 3.93 1.69 -2.19 -0.227
N -0.3630 0.0433 -0.2656 -1.75 -2.80 2.82 0.119
O -0.4809 1.1496 -2.2760 1.67 0.34 0.94 -0.544
S -1.8441 0.8242 -2.9894 -1.12 -0.42 -0.01 0.886
H -0.9084 -1.3512 1.5364 0.73 1.59 -2.43 0.209
H 1.2695 1.0333 -1.0609 -2.78 0.17 -0.45 0.222
```
Positions in Å, forces in eV/Å.

Values from the calculation:
Highest occupied orbital energy (spin up / spin down): -13.92 / -13.92 eV
Orbital gap (spin up / spin down): 6.55 / 6.55 eV
Charge: +1
LUMO level (spin up / spin down): -0.271 / -0.271 Ha